(one)
Entry from OMol25: the ion C3H3N2O2S with charge +1 (ωB97M-V/def2-TZVPD).

Calculated values
* Kohn-Sham gap: 8.6 eV

```
! wB97M-V def2-TZVPD RIJCOSX def2/J DEFGRID3
* xyz 1 1
C -3.6906 0.2960 -0.0039
C -1.2850 0.8515 -0.0402
C -0.6531 -1.4911 -0.0473
N -2.5678 0.7756 0.0827
N -0.3814 -0.1034 0.0516
O 0.3923 -2.2593 0.1633
O -1.7555 -1.9239 -0.1597
S -5.1850 -0.0517 0.0235
H 1.2115 -1.9072 -0.2939
H -1.0540 1.9272 0.1467
H 0.6596 -0.0282 0.4501
*
```

---

(two)
Entry from OMol25: the ion C3H3N2O2S with charge +1 (ωB97M-V/def2-TZVPD).

Calculated values
* Kohn-Sham gap (alpha / beta): 7.3 / 7.3 eV

```
! wB97M-V def2-TZVPD RIJCOSX def2/J DEFGRID3
* xyz 1 1
C -0.9416 -0.5338 -0.1318
C 0.7161 0.7420 -1.2010
C -0.2135 -0.4077 1.2196
N -0.5074 0.0722 -1.1527
N 1.1192 0.1394 0.8374
O -1.1970 0.2557 -2.1353
O 2.1611 -0.0954 1.2986
S 1.5432 1.7622 -1.9898
H -1.8488 -1.1512 -0.2695
H -0.7150 0.5638 1.7241
H -0.1163 -1.3472 1.8003
*
```

---

Going by the energies, (one) is most stable and the next is 162.1 kcal/mol up.